C31H51Cl2N3P2W | ωB97M-V/def2-TZVPD

Structure (XYZ):
```
90
Properties=species:S:1:pos:R:3:forces:R:3
P 0.112545 -0.515776 -1.421083 0.0 0.2 -3.2
C 1.652899 0.040663 -2.481384 -0.3 -0.2 0.5
C 1.858543 -0.401248 -3.953324 -0.2 -0.1 -0.2
C 3.229569 0.035551 -4.494786 0.2 -0.1 0.3
C 3.544245 1.524215 -4.291652 -0.3 0.0 -0.1
C 3.192701 2.009844 -2.885455 -0.1 -0.1 0.3
C 1.783531 1.564726 -2.439152 0.5 0.3 0.2
C -1.290176 0.304263 -2.454714 0.1 0.1 0.5
C -1.157302 0.412886 -3.987004 -0.1 0.2 -0.1
C -2.445915 0.951712 -4.638610 0.1 -0.4 0.2
C -2.912810 2.272013 -4.036374 0.2 0.1 0.1
C -2.914571 2.255903 -2.503375 0.0 -0.1 0.2
C -1.613713 1.695295 -1.892761 -0.2 0.2 -0.1
C -0.064622 -2.203147 -2.279397 0.1 0.1 0.5
C 1.165514 -3.103534 -2.062825 0.1 -0.4 -0.1
C 1.045903 -4.450542 -2.806765 -0.2 0.0 -0.1
C -0.288148 -5.172954 -2.561582 0.0 0.3 0.3
C -1.486563 -4.250515 -2.828129 0.3 -0.1 -0.1
C -1.416501 -2.903543 -2.080593 -0.2 -0.4 0.0
H 2.469998 -0.410918 -1.898691 0.1 0.3 0.0
H 1.101044 0.046978 -4.599446 0.2 -0.1 0.2
H 1.770156 -1.488395 -4.084524 0.0 0.3 0.0
H 3.302225 -0.229666 -5.559591 -0.1 0.1 0.2
H 3.996750 -0.557355 -3.988879 0.1 0.0 0.1
H 4.608262 1.687748 -4.477698 0.0 0.1 -0.1
H 2.997174 2.121735 -5.036238 0.0 -0.1 0.1
H 3.923926 1.604198 -2.175118 -0.1 0.0 0.0
H 3.272718 3.101240 -2.817205 0.0 -0.1 -0.1
H 1.587412 1.950117 -1.425224 0.0 -0.1 -0.3
H 1.049762 2.022979 -3.117463 0.1 -0.1 0.2
H -2.144013 -0.354371 -2.255808 -0.1 0.2 0.1
H -3.224933 0.190805 -4.515054 -0.1 0.0 0.0
H -0.918551 -0.547041 -4.467680 0.0 0.2 0.2
H -0.350988 1.116791 -4.231485 -0.2 -0.2 0.1
H -2.289034 1.047244 -5.721681 0.0 0.0 0.2
H -3.919117 2.491922 -4.399004 0.0 0.1 0.0
H -2.265079 3.082928 -4.390796 0.0 -0.1 0.0
H -3.093581 3.263587 -2.109300 0.0 -0.1 -0.1
H -3.755193 1.639513 -2.160523 0.1 0.0 0.0
H -1.703248 1.647076 -0.797727 0.0 0.1 -0.2
H -0.786735 2.390085 -2.119088 -0.2 -0.2 0.1
H -0.059593 -1.914341 -3.320107 0.1 0.1 -0.4
H 2.087617 -2.613658 -2.429528 -0.5 -0.1 0.3
H 1.327386 -3.297768 -0.998596 -0.1 0.0 0.1
H 1.155736 -4.281039 -3.888480 0.0 0.1 0.1
H 1.867534 -5.113189 -2.517021 0.0 0.1 0.0
H -0.325807 -5.528130 -1.516242 0.0 0.1 -0.3
H -0.353995 -6.062406 -3.200962 0.0 0.1 0.1
H -2.409248 -4.777158 -2.564764 0.0 0.1 0.0
H -1.541426 -4.056220 -3.909379 0.0 0.0 0.1
H -2.237655 -2.285466 -2.486409 0.4 -0.1 0.3
H -1.636525 -3.053970 -1.021828 0.1 -0.1 0.0
W 0.013780 -0.235791 1.693939 -0.8 2.4 0.3
Cl -1.957924 -1.011657 0.885802 -1.6 -0.8 0.0
Cl 2.156006 -0.149351 1.006086 2.0 0.0 0.1
C -0.418567 1.519057 2.581575 0.4 -1.4 -0.4
H -0.842797 1.358199 3.566098 -0.3 0.3 0.2
C -0.424187 2.943442 2.272191 0.5 1.0 -0.7
C -1.081692 3.900318 3.118859 0.4 -1.0 -0.5
C -1.215701 5.221246 2.722786 0.3 0.3 -0.5
C -0.665330 5.681850 1.504903 -0.1 -1.5 0.7
C 0.065556 4.773592 0.726462 0.1 0.1 0.0
C 0.232845 3.438223 1.102407 -1.0 0.4 1.1
H -1.468356 3.550419 4.090415 0.0 0.2 -0.6
H -1.755389 5.918591 3.359776 0.1 -0.1 -0.1
H 0.521934 5.121435 -0.201532 0.0 -0.1 0.2
H 0.872774 2.766786 0.542319 -0.2 0.0 -0.2
H -0.794993 6.703470 1.207619 0.0 0.3 -0.2
C 1.394157 -1.613732 6.812330 -0.5 0.1 -0.3
N 1.085659 -0.197861 6.550968 -0.6 0.1 0.1
C -0.283934 0.088116 7.063051 0.2 -0.6 -0.4
N -1.314751 -0.809039 6.467257 0.5 0.3 0.1
C -0.935452 -2.206867 6.727697 0.4 0.3 -0.3
N 0.410707 -2.543055 6.210712 0.0 0.2 -0.2
C 0.460617 -2.514302 4.725567 -0.1 0.0 0.2
P 0.059758 -0.832641 4.027298 0.1 0.1 1.1
C 1.213194 0.151165 5.119364 0.2 -0.2 0.2
C -1.496949 -0.546727 5.027426 -0.2 -0.1 0.2
H 1.383397 -1.776689 7.904886 0.1 0.1 -0.5
H 2.389323 -1.834809 6.407237 -0.2 0.0 0.1
H -0.543327 1.137268 6.855268 0.1 -0.3 0.0
H -0.282085 -0.075748 8.158146 0.0 0.1 -0.5
H -1.679166 -2.858907 6.250752 0.2 0.1 0.2
H -0.931118 -2.367465 7.819373 0.0 0.0 -0.4
H 1.468950 -2.798167 4.384973 -0.3 0.0 0.1
H -0.262120 -3.238344 4.315684 0.3 0.1 0.2
H 1.017466 1.223264 4.971424 0.0 -0.3 0.0
H 2.244628 -0.051872 4.789566 -0.3 0.1 0.1
H -2.270663 -1.217630 4.628742 0.1 0.1 0.1
H -1.864328 0.484549 4.903083 0.2 -0.4 0.0
```
Positions in Å, forces in eV/Å.

Computed properties:
Highest occupied orbital energy (alpha / beta) = -6.92 / -6.94 eV
⟨S²⟩ = 2.083
HOMO-LUMO gap (alpha / beta) = 0.2656 / 0.2443 hartree
Total charge = 0
LUMO (alpha / beta) = 0.31 / -0.29 eV
Spin multiplicity = 3
Calculated total energy = -82893.4146 eV

These are the Mulliken partial charges, in e, on atoms 1 to 4:
1. P 0.02
2. C 0.18
3. C -0.24
4. C -1.05

---

C31H52AsCl3Ge2OSi4Ti | ωB97M-V/def2-TZVPD

Structure (XYZ):
```
95
Properties=species:S:1:pos:R:3:forces:R:3
Ti 0.404403 0.600511 0.917825 -0.4 -0.5 -0.1
Cl 0.313402 1.418810 3.189780 0.1 0.0 -0.1
Ge 1.531978 3.588381 2.933217 0.0 -0.1 0.1
Cl 1.303528 3.339952 0.647144 -0.1 -0.1 0.0
Cl -0.306010 4.791167 3.237895 -0.1 0.1 0.0
C 0.464868 2.330585 -2.559087 0.0 0.0 0.0
Ge -1.179811 1.351790 -2.171477 0.1 0.1 0.0
C -2.683955 2.308984 -2.988892 0.0 0.0 0.0
C -1.035875 -0.428636 -2.959473 0.0 0.0 0.0
C -1.374756 1.331892 -0.188857 0.2 -0.1 -0.1
H 0.644304 2.340148 -3.635788 0.0 0.0 0.0
H 1.322067 1.859356 -2.075195 0.0 0.0 0.0
H 0.401400 3.360280 -2.207592 0.0 0.0 0.0
H -2.567751 2.342709 -4.073031 0.0 0.0 0.0
H -2.717845 3.335223 -2.620869 0.0 0.0 0.0
H -3.637896 1.829686 -2.763078 0.0 0.0 0.0
H -0.601511 -0.316062 -3.954654 0.0 0.0 0.0
H -2.001629 -0.921989 -3.061061 0.0 0.0 0.0
H -0.377213 -1.066541 -2.372045 -0.1 0.1 -0.1
H -1.519357 2.376138 0.115297 0.0 0.0 0.1
O -0.140385 -0.927513 1.056161 0.2 0.4 0.1
As -2.907988 0.393924 0.406845 0.2 0.3 0.2
C -2.898144 -0.037859 2.281891 -0.1 0.1 0.0
C -2.988032 1.040758 3.155564 0.0 0.0 0.0
C -3.006080 0.822219 4.523709 0.0 0.0 0.0
C -2.941517 -0.473265 5.015272 0.0 0.0 0.0
C -2.859431 -1.548536 4.141834 0.0 0.0 0.0
C -2.837841 -1.335171 2.771598 0.0 0.0 -0.1
C -4.480775 1.506291 0.331085 -0.1 -0.1 0.0
C -4.417200 2.839576 -0.043367 0.0 0.0 0.0
C -5.564386 3.622520 -0.007508 0.0 0.0 0.0
C -6.769191 3.072498 0.400068 0.0 0.0 0.0
C -6.832870 1.738367 0.784782 0.0 0.0 0.0
C -5.689439 0.957877 0.758100 0.0 0.0 0.0
C -3.292980 -1.177625 -0.610109 0.1 0.0 0.0
C -2.420475 -2.261682 -0.553070 -0.1 0.0 0.0
C -2.664698 -3.371782 -1.348295 0.0 0.0 0.0
C -3.765382 -3.397613 -2.192398 0.0 0.0 0.0
C -4.630051 -2.313060 -2.248524 0.0 0.0 0.0
C -4.396151 -1.197822 -1.458201 0.0 0.0 0.0
H -3.031399 2.056056 2.776245 0.0 0.0 0.0
H -3.060441 1.664381 5.200592 0.0 0.0 0.0
H -2.952533 -0.646058 6.083587 0.0 0.0 0.0
H -2.805448 -2.558240 4.526944 0.0 0.0 0.0
H -2.763653 -2.176876 2.097293 0.0 0.0 0.0
H -3.481068 3.278920 -0.359634 0.0 0.0 0.0
H -5.510767 4.663892 -0.296291 0.0 0.0 0.0
H -7.660843 3.685032 0.427207 0.0 0.0 0.0
H -7.770877 1.310297 1.112882 0.0 0.0 0.0
H -5.733297 -0.077419 1.077918 0.0 0.0 0.0
H -1.542806 -2.216555 0.079538 0.0 0.0 0.0
H -1.979199 -4.208555 -1.316930 0.0 0.0 0.0
H -3.947309 -4.263688 -2.815445 0.0 0.0 0.0
H -5.484258 -2.330887 -2.912454 0.0 0.0 0.0
H -5.065463 -0.348352 -1.510809 0.0 0.0 0.0
C 5.975527 0.378658 -1.197996 0.0 0.0 0.0
Si 4.487369 1.283736 -0.474210 0.0 0.0 0.0
C 4.017513 2.576262 -1.760782 0.0 0.0 0.0
C 5.078570 2.188431 1.071131 0.0 0.0 0.0
Si 2.745230 -0.202399 0.055081 -0.1 0.1 0.0
Si 2.678883 -1.797507 -1.661630 0.0 0.0 0.0
C 2.714472 -0.936403 -3.339426 0.0 0.0 0.0
C 4.138489 -2.990234 -1.629879 0.0 0.0 0.0
C 1.125574 -2.867266 -1.545727 0.0 0.0 0.1
Si 3.512201 -1.457321 1.897774 0.0 0.0 0.0
C 5.356463 -1.834468 1.776670 0.0 0.0 0.0
C 2.577695 -3.087981 1.992470 0.0 0.0 0.0
C 3.269751 -0.577809 3.546878 0.0 0.0 0.0
H 6.791549 1.090898 -1.351656 0.0 0.0 0.0
H 5.732916 -0.059271 -2.168809 0.0 0.0 0.0
H 6.339695 -0.419387 -0.550001 0.0 0.0 0.0
H 4.883860 3.207445 -1.979650 0.0 0.0 0.0
H 3.207174 3.220832 -1.421391 0.0 0.0 0.0
H 3.706851 2.103824 -2.695911 0.0 0.0 0.0
H 5.963559 2.788959 0.842765 0.0 0.0 0.0
H 5.342305 1.495507 1.873287 0.0 0.0 0.0
H 4.307976 2.863143 1.449670 0.0 0.0 0.0
H 3.651203 -0.389360 -3.472927 0.0 0.0 0.0
H 1.897310 -0.221810 -3.445138 0.0 0.0 0.0
H 2.634341 -1.666098 -4.150139 0.0 0.0 0.0
H 5.100757 -2.479421 -1.670568 0.0 0.0 0.0
H 4.074253 -3.662708 -2.490684 0.0 0.0 0.0
H 4.121588 -3.605748 -0.727745 0.0 0.0 0.0
H 0.292485 -2.307872 -1.119669 0.1 -0.1 0.0
H 1.306801 -3.724119 -0.893230 0.0 0.0 0.0
H 0.833750 -3.245241 -2.529708 0.0 0.0 0.0
H 5.614908 -2.337954 0.843757 0.0 0.0 0.0
H 5.649937 -2.483762 2.606686 0.0 0.0 0.0
H 5.953158 -0.921850 1.842317 0.0 0.0 0.0
H 2.830175 -3.745298 1.157602 0.0 0.0 0.0
H 1.500894 -2.906704 1.968114 0.0 0.0 0.0
H 2.822848 -3.614424 2.919207 0.0 0.0 0.0
H 3.654310 0.445131 3.531260 0.0 0.0 0.0
H 3.801794 -1.123256 4.331764 0.0 0.0 0.0
H 2.215901 -0.533588 3.824307 0.0 0.0 0.0
```
Positions in Å, forces in eV/Å.

Computed properties:
Highest occupied orbital energy = -7.62 eV
HOMO-LUMO gap = 0.2893 hartree
Total charge = 0
LUMO = 0.26 eV
Relative energy (zero: lowest compared OMol25 entry of this formula, charge and spin) = 0.0000 eV
Calculated total energy = -301109.2363 eV

These are the Mulliken partial charges, in e, on atoms 1 to 4:
1. Ti -0.12
2. Cl -0.57
3. Ge 0.44
4. Cl -0.33